A structure of composition C17H15I2N3O4SZn. Source: OMol25; level of theory: ωB97M-V/def2-TZVPD.

Last column: Mulliken charge in e.
Atoms and positions in Å:
Zn1 0.68255 -0.15160 -1.60530  0.016
O1 -0.67978 3.01472 0.28625  -0.690
S1 -1.12271 1.79919 -0.33588  1.319
O2 -1.23316 1.72569 -1.77908  -0.458
N1 -0.20205 0.52642 0.02356  -0.107
C1 0.47125 0.39051 1.24135  0.439
C2 0.16940 1.03652 2.41454  -0.305
C3 0.91333 0.80227 3.58984  -1.024
C4 1.95556 -0.07579 3.61291  -0.897
C5 2.30206 -0.76165 2.42537  1.313
C6 3.37219 -1.68143 2.36061  -0.556
C7 3.67292 -2.29750 1.18129  -0.978
C8 2.89575 -1.98937 0.05176  0.170
N2 1.88953 -1.15264 0.06887  -0.017
C9 1.57280 -0.52855 1.24320  0.009
C10 -2.72268 1.43759 0.32082  0.221
C11 -3.25001 2.22971 1.32722  -0.182
C12 -4.51014 1.93119 1.83186  -0.702
C13 -5.22284 0.85520 1.32753  -0.376
C14 -4.68637 0.07110 0.31125  -0.642
C15 -3.43327 0.36018 -0.19779  -0.350
H1 -0.63995 1.75024 2.44123  0.303
H2 0.64434 1.34198 4.48855  0.385
H3 2.52610 -0.25293 4.51524  0.382
H4 3.94795 -1.88287 3.25595  0.418
H5 4.48992 -2.99953 1.09619  0.388
H6 3.14852 -2.44784 -0.90014  0.234
H7 -2.68217 3.07508 1.69075  0.503
H8 -4.93516 2.54379 2.61590  0.386
H9 -6.20480 0.62724 1.72148  0.382
H10 -5.25116 -0.76217 -0.08587  0.396
H11 -3.00474 -0.23055 -0.99719  0.299
N3 1.18710 -1.81832 -2.87434  -0.538
C16 2.32715 -1.32492 -3.69300  -0.478
C17 2.84974 0.07038 -3.29521  0.695
O3 3.91712 0.40320 -3.76201  -0.671
O4 2.07898 0.76520 -2.53190  -0.439
H12 1.47712 -2.56814 -2.25629  0.246
H13 0.47525 -2.21878 -3.47319  0.251
H14 2.00680 -1.24226 -4.73120  0.383
H15 3.16370 -2.02073 -3.66148  0.309
I1 -1.47733 -0.27889 -4.44024  0.024
I2 -2.87880 1.92904 -4.82343  -0.061

Forces on atoms 1 to 2 (eV/Å):
Zn 0.41 -0.04 0.32
O 0.01 -0.03 -0.04

The multiplicity is 1. As for the total energy: -105989.756 eV. The calculation puts the LUMO energy at -1.81 eV. Its maximum force is 0.0101 hartree/bohr. The total charge is 0. The energy relative to the best compared isomer or geometry (same formula, charge and spin) is 0.000 eV. The value obtained for the frontier orbital gap is 0.2372 Eh.

***

The molecule C2ClF4N. Source: OMol25; level of theory: ωB97M-V/def2-TZVPD.

Last column: Mulliken charge in e.
Atoms and positions in Å:
F1 0.03821 0.44860 -2.56932  -0.180
C1 0.23436 0.47852 -1.20644  0.535
Cl1 1.48405 1.59057 -0.81398  -0.074
N1 -0.48876 -0.18267 -0.44857  -0.384
C2 -0.31844 -0.48546 0.88275  0.795
F2 -0.06402 0.55874 1.71952  -0.223
F3 -1.53936 -0.99459 1.25235  -0.238
F4 0.65397 -1.41370 1.18369  -0.231

Forces on atoms 1 to 2 (eV/Å):
F 0.12 0.03 2.34
C -0.03 0.45 -1.23

The multiplicity is 1. As for the total energy: -26956.185 eV. The calculation puts the LUMO energy at -0.01 eV. Its maximum force is 0.0490 hartree/bohr. The total charge is 0. The energy relative to the best compared isomer or geometry (same formula, charge and spin) is 0.000 eV. The value obtained for the frontier orbital gap is 0.4465 Eh. The SMILES is F/C(Cl)=N/C(F)(F)F.

***

A cluster of 3 separate species, C31H68N4O3PSSi in total. Source: OMol25; level of theory: ωB97M-V/def2-TZVPD.

Last column: Mulliken charge in e.
Atoms and positions in Å:
C1 2.98006 -1.32161 3.49596  -1.009
C2 1.91404 -2.41342 3.04864  -0.414
C3 1.78561 -2.36403 1.47158  -0.175
N1 0.40444 -2.60149 0.92097  0.954
P1 -0.35775 -4.03318 1.54871  0.060
S1 -2.26496 -4.06218 1.10596  -0.295
C4 -0.42924 -1.44638 1.00756  -1.405
N2 -0.76729 -0.86672 2.27639  0.058
C5 -2.24528 -0.75922 2.49496  -0.391
C6 -2.69513 0.72975 2.80488  -1.099
C7 -2.96287 1.42456 1.41090  1.115
C8 -3.82382 2.73786 1.48196  -0.614
C9 -2.82382 3.94248 1.70127  -0.816
C10 -2.44908 4.62117 0.33337  -0.865
C11 -1.52386 3.75940 -0.60624  -1.017
C12 -0.09527 3.44906 -0.00536  0.476
C13 0.93350 4.59783 -0.41798  -0.850
C14 1.88280 4.11849 -1.60345  -0.847
C15 3.34722 3.79235 -1.06757  -0.964
C16 3.44313 2.25235 -0.77107  -0.045
N3 4.56483 1.92886 0.13373  0.222
C17 5.57908 2.81508 0.47755  -0.242
C18 6.44060 2.07819 1.35235  -0.632
C19 5.93877 0.70628 1.50264  -0.698
C20 4.72684 0.69243 0.70840  -0.329
N4 -0.81828 -0.92036 -0.11009  0.540
C21 -0.46063 -1.44171 -1.46456  -0.735
C22 -1.28613 -2.71101 -1.90237  -0.227
O1 -1.50726 -2.80479 -3.30921  -0.556
Si1 -0.03786 -2.90781 -4.20484  0.434
C23 0.38114 -1.10578 -4.73854  -0.807
C24 1.41370 -3.70282 -3.26841  -0.655
C25 -0.31380 -3.97635 -5.76464  -1.034
H1 3.99766 -1.77998 3.59773  0.253
H2 2.63716 -0.83341 4.43766  0.322
H3 3.08521 -0.51307 2.73311  0.170
H4 0.93741 -2.29196 3.57049  0.343
H5 2.32370 -3.42302 3.32334  0.426
H6 2.44927 -3.18011 1.07033  -0.111
H7 2.18899 -1.41869 1.02005  0.400
H8 0.23996 -5.14554 0.87411  0.153
H9 -0.24175 -4.13459 2.95781  0.141
H10 -0.38728 0.08940 2.27456  0.333
H11 -2.48341 -1.34597 3.42446  0.360
H12 -2.86320 -1.21749 1.68626  0.256
H13 -1.81269 1.24602 3.27543  0.255
H14 -3.58144 0.77210 3.47775  0.450
H15 -1.96173 1.60674 0.93388  -1.194
H16 -3.48719 0.66628 0.76225  0.496
H17 -4.63911 2.66796 2.23224  0.451
H18 -4.26176 2.88327 0.45825  0.187
H19 -1.90955 3.60513 2.26069  0.391
H20 -3.37026 4.70610 2.31464  0.375
H21 -3.41034 4.76923 -0.22467  0.432
H22 -1.95819 5.61849 0.45676  0.364
H23 -2.04899 2.79472 -0.84078  0.344
H24 -1.40684 4.29517 -1.58705  0.523
H25 -0.12732 3.33082 1.11144  0.265
H26 0.28981 2.46806 -0.40180  -0.531
H27 0.33904 5.49504 -0.72082  0.479
H28 1.49353 4.87524 0.50565  0.395
H29 1.94116 4.96714 -2.32356  0.434
H30 1.44657 3.19155 -2.04704  0.365
H31 3.45276 4.38056 -0.11852  0.417
H32 4.11894 4.14502 -1.78990  0.414
H33 3.49178 1.65012 -1.71869  0.195
H34 2.48333 1.96375 -0.26157  0.009
H35 5.72442 3.86032 0.16724  0.376
H36 7.34769 2.51127 1.81000  0.370
H37 6.38084 -0.12182 2.08848  0.388
H38 4.09897 -0.20792 0.59246  0.492
H39 -1.39057 -0.07205 -0.08907  0.166
H40 -0.70480 -0.62396 -2.19406  0.508
H41 0.64441 -1.57808 -1.46201  0.246
H42 -2.29980 -2.60411 -1.43157  0.302
H43 -0.79526 -3.62986 -1.50727  0.147
H44 1.04043 -1.13509 -5.63366  0.375
H45 -0.60465 -0.60642 -4.93423  0.278
H46 0.83361 -0.60140 -3.85149  0.095
H47 1.42974 -3.52808 -2.16551  -0.031
H48 1.42608 -4.81404 -3.41416  0.333
H49 2.35531 -3.27316 -3.69717  0.403
H50 0.65753 -4.01491 -6.33349  0.321
H51 -0.53242 -5.03399 -5.46056  0.281
H52 -1.08907 -3.55916 -6.44673  0.301
C26 -8.44461 4.83732 -0.21852  -1.359
C27 -7.76742 3.53624 0.18213  0.517
C28 -8.77055 2.54104 0.74414  -1.340
O2 -6.76087 3.80366 1.16077  -0.443
H53 -8.91549 5.31277 0.64686  0.357
H54 -7.71206 5.54586 -0.61047  0.328
H55 -9.20784 4.66719 -0.98033  0.387
H56 -7.26538 3.10132 -0.68522  0.236
H57 -9.25240 2.93978 1.64172  0.348
H58 -8.26981 1.61570 1.03728  0.317
H59 -9.54354 2.30244 0.01111  0.391
H60 -7.19330 4.18895 1.93291  0.289
C29 5.50345 -5.59273 1.35460  -1.364
C30 4.35949 -5.48713 0.35910  0.523
C31 4.73569 -6.09234 -0.98338  -1.316
O3 4.00722 -4.11000 0.18013  -0.433
H61 6.38259 -5.05021 0.99520  0.325
H62 5.22312 -5.14497 2.31073  0.317
H63 5.78277 -6.63367 1.52566  0.405
H64 3.47808 -5.99616 0.75717  0.243
H65 5.58916 -5.56650 -1.42120  0.341
H66 3.90897 -6.00002 -1.69129  0.250
H67 4.99218 -7.14821 -0.88219  0.401
H68 4.77945 -3.64925 -0.17204  0.229

Forces on atoms 1 to 2 (eV/Å):
C -0.40 -0.23 -0.07
C 1.01 0.41 -0.35

The multiplicity is 1. As for the total energy: -73347.728 eV. The calculation puts the LUMO energy at -3.68 eV. Its maximum force is 0.0654 hartree/bohr. The total charge is +1. The value obtained for the frontier orbital gap is 0.2364 Eh.

***

The molecule C3H4N4. Source: OMol25; level of theory: ωB97M-V/def2-TZVPD.

Last column: Mulliken charge in e.
Atoms and positions in Å:
C1 -0.79463 0.70207 0.67702  -0.097
C2 -0.43019 -0.50537 1.41039  -0.160
C3 0.22768 0.51968 -1.53135  -0.010
N1 -0.66256 0.93243 -0.55988  -0.473
N2 1.49278 0.56760 -1.68786  -0.538
N3 0.78511 -2.36362 0.53457  -0.528
N4 0.14107 -1.56251 0.98831  0.492
H1 -1.38396 1.43868 1.09562  0.464
H2 -0.94354 -0.86561 2.28077  0.303
H3 -0.48811 0.32430 -2.35353  0.302
H4 2.05634 0.81234 -0.85406  0.244

Forces on atoms 1 to 2 (eV/Å):
C 0.74 -2.38 -1.54
C -1.67 1.01 1.86

The multiplicity is 1. As for the total energy: -9132.615 eV. The calculation puts the LUMO energy at 0.12 eV. Its maximum force is 0.0714 hartree/bohr. The total charge is 0. The energy relative to the best compared isomer or geometry (same formula, charge and spin) is 4.243 eV. The value obtained for the frontier orbital gap is 0.3347 Eh.